C3H4ClN2O4PtS3Sb | ωB97M-V/def2-TZVPD

Summary:
LUMO energy (alpha / beta): 1.60 / 1.74 eV
HOMO (alpha / beta): -3.96 / -3.94 eV
ΔE to the lowest compared entry with this formula, charge and spin: 30.10 kJ/mol
E_tot: -69153.527 eV
charge: -1
<S²>: 0.760
HOMO-LUMO gap (alpha / beta): 5.55 / 5.68 eV
spin multiplicity: 2

```
19
Properties=species:S:1:pos:R:3:forces:R:3:lowdin_spin:R:1
Pt -0.14824 -0.36562 -0.35020 0.11 -0.03 0.52 0.669
S -0.39290 -3.89703 2.60600 -0.07 0.19 -0.11 0.000
Sb -1.61988 -2.03027 2.21838 -0.34 -0.45 0.72 0.017
S -0.02729 -0.13585 1.93535 -0.20 -0.31 -0.69 0.038
S -1.88992 -1.81556 -0.28081 0.45 0.56 0.15 0.108
N -2.48778 3.06973 -1.14256 -0.05 0.04 -0.04 0.000
C -1.30799 3.64628 -1.57160 -0.10 -0.03 0.02 0.005
C -0.33578 2.73974 -1.30026 0.04 -0.04 0.10 0.009
N -0.91103 1.63854 -0.71090 0.12 -0.08 -0.31 0.114
C -2.19998 1.85419 -0.63668 -0.02 0.19 0.11 0.006
H -3.40940 3.46382 -1.21721 0.07 -0.01 0.02 0.001
H -1.27381 4.61767 -2.02988 -0.01 0.01 0.02 0.001
H 0.72422 2.78785 -1.47784 -0.02 -0.05 -0.04 0.001
H -2.92220 1.17171 -0.21887 0.02 -0.04 -0.05 0.002
O 1.70020 -1.71927 -2.03271 0.27 0.43 -0.10 0.009
Cl 2.03340 -0.32171 -2.16967 0.19 0.00 -0.26 0.002
O 3.27017 -0.13301 -2.86003 -0.16 0.00 0.19 0.001
O 0.94675 0.36578 -2.85742 0.22 -0.21 0.11 0.002
O 2.13376 0.28129 -0.80880 -0.52 -0.17 -0.37 0.013
```
Positions in Å, forces in eV/Å.

=====

C3H6O2S | ωB97M-V/def2-TZVPD

Summary:
LUMO energy: 0.65 eV
HOMO: -10.05 eV
ΔE to the lowest compared entry with this formula, charge and spin: 102.34 kJ/mol
E_tot: -18137.887 eV
charge: 0
HOMO-LUMO gap: 10.69 eV
structure (SMILES): O=CSCCO

```
12
Properties=species:S:1:pos:R:3:forces:R:3:lowdin_charge:R:1
O 0.52678 1.04072 1.90592 -0.99 0.43 -0.66 -0.049
C -0.29404 1.70732 1.29353 1.58 -1.04 0.25 -0.583
S -0.75950 1.41794 -0.38678 0.37 -0.37 0.18 0.941
C 0.44147 0.07088 -0.82859 -0.97 0.57 -1.51 -0.428
C -0.09632 -1.33017 -0.74239 -0.16 -0.27 1.00 -0.308
O -0.48596 -1.65065 0.60515 0.23 0.16 -0.83 -0.077
H -0.71167 2.59216 1.76064 -0.57 0.37 -0.08 0.077
H 1.33496 0.25407 -0.27450 0.56 -0.05 0.49 0.074
H 0.64087 0.21373 -1.90392 0.10 0.39 0.39 0.085
H 0.68948 -2.00924 -1.10577 -0.04 0.02 0.36 0.120
H -0.93515 -1.47272 -1.43027 -0.16 0.15 0.19 0.112
H -0.35091 -0.83403 1.10700 0.03 -0.37 0.22 0.036
```
Positions in Å, forces in eV/Å.

=====

C30H86N6O10 | ωB97M-V/def2-TZVPD

Summary:
LUMO energy: 0.15 eV
HOMO: -8.80 eV
ΔE to the lowest compared entry with this formula, charge and spin: 158.67 kJ/mol
E_tot: -61915.106 eV
charge: 0
HOMO-LUMO gap: 8.95 eV
structure (SMILES): COC[C@H](C)N.COC[C@H](C)N.COC[C@H](C)N.COC[C@H](C)N.COC[C@H](C)N.COC[C@H](C)N.CCO.CCO.CO.CO

```
132
Properties=species:S:1:pos:R:3:forces:R:3:lowdin_charge:R:1
C -0.67010 0.64570 0.55617 0.50 -0.72 0.09 -0.085
O -1.29751 0.28051 -0.66009 -0.19 0.31 0.36 -0.228
C -0.41259 0.12250 -1.74060 0.15 -0.09 -0.45 -0.191
C 0.17721 -1.28566 -1.85862 0.20 -0.16 0.95 -0.409
C 0.82496 -1.53823 -3.19971 0.86 0.16 0.46 -0.051
N -0.90204 -2.29026 -1.65317 -0.38 1.10 -0.73 0.072
H -0.16285 -0.22575 0.99403 -0.02 0.06 0.03 0.075
H -1.42154 0.97310 1.27094 -0.10 0.12 -0.17 0.093
H 0.10681 1.41311 0.42156 -0.32 0.09 -0.12 0.085
H -0.99620 0.24910 -2.66343 -0.04 0.34 0.18 0.126
H 0.35497 0.90483 -1.66487 0.10 -0.17 -0.33 0.129
H 0.95586 -1.44558 -1.10028 -0.20 0.06 0.15 0.129
H 1.69659 -0.89158 -3.35274 -0.31 0.29 -0.09 0.073
H 0.10797 -1.40724 -4.00958 0.08 -0.25 -0.15 0.072
H 1.27932 -2.52978 -3.13943 -0.45 -0.22 -0.49 0.087
H -1.41334 -2.16531 -2.54182 -0.12 -0.59 0.33 0.058
H -1.56273 -1.87578 -0.97821 0.38 -0.40 0.09 0.077
C 2.06409 -1.30088 4.97917 -0.10 0.07 -0.15 -0.106
O 1.32592 -0.77772 6.06346 0.04 -0.26 0.00 -0.184
C 0.57855 0.35519 5.71476 -0.33 0.10 -0.17 -0.228
C 1.41499 1.55416 5.27967 0.59 -0.16 0.42 -0.463
C 2.45728 1.87470 6.34604 0.70 -0.04 0.08 -0.058
N 0.51325 2.67830 5.08237 -0.12 0.52 0.29 0.036
H 2.16919 -2.37309 5.12516 0.18 -0.01 0.08 0.091
H 3.04676 -0.82081 4.91926 0.03 -0.16 -0.10 0.089
H 1.53719 -1.14643 4.02694 0.04 0.00 0.10 0.075
H -0.13777 0.10683 4.91268 0.06 0.08 0.13 0.116
H 0.01302 0.61656 6.61694 -0.01 0.07 -0.11 0.132
H 1.92287 1.32247 4.33658 -0.16 0.07 -0.03 0.129
H 1.92863 2.22739 7.23589 0.19 -0.05 0.10 0.083
H 3.17009 2.64556 6.02908 -0.40 0.21 -0.11 0.074
H 3.11521 1.04264 6.62061 -0.43 -0.18 0.02 0.075
H 0.09215 2.85899 5.99996 -0.12 -0.04 -0.36 0.074
H 1.07892 3.51503 4.92588 -0.14 -0.19 -0.29 0.060
C 5.40306 -2.50239 1.78816 0.94 0.48 -0.25 -0.138
O 4.45085 -3.19073 2.52585 -0.58 -0.23 0.27 -0.196
C 3.89168 -4.28135 1.81200 0.46 -0.80 0.26 -0.209
C 2.69294 -3.92161 0.96489 -0.78 -0.10 -0.87 -0.447
C 1.73714 -3.00874 1.70916 0.77 1.01 0.60 -0.069
N 2.10582 -5.14790 0.40993 -0.45 0.11 -0.05 0.050
H 6.31318 -3.11011 1.67228 -0.12 0.01 -0.23 0.090
H 5.71041 -1.60297 2.32650 -0.20 -0.08 0.18 0.086
H 5.06015 -2.16491 0.80085 -0.11 -0.22 0.01 0.088
H 4.66866 -4.77368 1.20608 -0.17 0.21 -0.12 0.125
H 3.59885 -5.05970 2.52932 -0.11 0.35 0.16 0.130
H 3.02509 -3.33689 0.09464 0.14 -0.10 0.09 0.132
H 0.83434 -2.71344 1.17898 0.09 -0.13 -0.41 0.058
H 2.38106 -2.12865 1.86847 -0.66 0.23 0.16 0.076
H 1.42526 -3.30673 2.71522 0.19 -0.50 -0.14 0.072
H 1.59711 -4.92270 -0.45100 0.29 -0.21 0.19 0.039
H 1.35343 -5.46302 1.02350 0.31 -0.09 0.07 0.076
C 3.30619 3.75377 2.00535 -0.44 0.03 -0.07 -0.091
O 2.69163 4.61978 2.94768 0.52 0.06 -0.01 -0.212
C 2.17357 5.79462 2.38456 -0.31 0.77 -1.15 -0.228
C 2.06575 6.92789 3.41655 0.39 -1.02 0.70 -0.450
C 1.89565 8.23486 2.72925 -1.06 1.47 -0.42 -0.090
N 3.23179 6.96170 4.32643 0.75 -0.38 -0.94 0.039
H 3.95942 4.27128 1.29059 -0.19 0.24 0.14 0.087
H 2.50933 3.24313 1.44819 0.31 -0.19 -0.05 0.085
H 3.93819 3.05000 2.54302 -0.25 -0.14 0.12 0.086
H 2.77980 6.16723 1.53246 0.44 -0.27 0.46 0.120
H 1.20710 5.63089 1.87452 -0.11 -0.21 0.49 0.133
H 1.19790 6.72225 4.05047 -0.04 0.07 -0.02 0.135
H 0.90000 8.34357 2.27567 0.21 -0.40 -0.21 0.085
H 2.63204 8.43840 1.94769 0.11 -0.18 0.09 0.081
H 1.89206 9.09199 3.41119 0.39 -0.30 0.23 0.084
H 3.54466 5.98824 4.40802 -0.31 0.20 0.41 0.059
H 4.02508 7.34680 3.79080 -0.44 0.22 0.30 0.077
C -3.71573 1.77659 -1.72722 0.42 0.65 0.40 -0.090
O -3.99842 2.78802 -2.68486 0.27 -0.22 0.47 -0.177
C -4.23164 4.04506 -2.10637 -1.54 0.21 0.77 -0.243
C -4.46531 5.05043 -3.20240 1.92 0.04 -0.84 -0.446
C -5.64959 4.73025 -4.02293 -2.00 0.63 -0.46 -0.091
N -3.30839 5.08871 -4.15807 0.07 -0.64 0.52 0.031
H -3.26490 0.94544 -2.25544 -0.17 -0.20 -0.01 0.078
H -4.57497 1.46368 -1.11515 -0.22 0.08 -0.52 0.080
H -2.98568 2.14885 -0.99397 0.07 -0.08 -0.23 0.085
H -5.17289 4.01399 -1.51254 0.26 -0.14 -0.03 0.131
H -3.48082 4.40262 -1.38757 0.48 -0.40 -0.30 0.125
H -4.56477 6.05485 -2.78764 -0.06 -0.06 0.23 0.136
H -5.79047 5.50766 -4.77808 0.16 -0.09 -0.10 0.083
H -6.56339 4.78551 -3.41741 0.09 -0.24 0.00 0.085
H -5.63862 3.77121 -4.53541 0.28 -0.14 0.17 0.083
H -3.39410 4.20949 -4.67866 0.09 0.37 -0.04 0.064
H -2.44557 4.92470 -3.62713 -0.24 0.34 -0.14 0.067
C -4.51512 -1.23721 0.65436 -1.53 1.07 -1.08 -0.133
O -3.29396 -1.71446 0.99268 1.50 0.10 0.16 -0.193
C -3.37962 -2.96194 1.60023 0.58 -1.06 -0.08 -0.227
C -2.94495 -2.91281 3.04004 0.18 -0.01 0.22 -0.421
C -1.57311 -2.23663 3.11796 -0.05 -0.89 0.97 -0.050
N -2.80657 -4.29831 3.55021 0.15 0.72 0.50 0.040
H -5.15743 -1.07392 1.52206 -0.23 -0.06 0.07 0.100
H -5.00010 -1.90789 -0.06598 -0.33 -0.04 0.12 0.092
H -4.39415 -0.28810 0.13367 0.09 0.09 0.12 0.070
H -4.39012 -3.36752 1.49449 0.01 -0.14 0.03 0.126
H -2.66845 -3.61302 1.07648 -0.15 -0.24 0.00 0.133
H -3.65321 -2.28739 3.60970 -0.10 -0.30 -0.05 0.140
H -1.52561 -1.31463 2.55010 0.08 0.00 -0.02 0.058
H -0.85343 -2.99753 2.81559 0.13 0.29 -0.47 0.060
H -1.32195 -2.06577 4.17253 -0.08 0.30 -0.12 0.077
H -3.51420 -4.96584 3.27250 -0.27 0.35 -0.15 0.066
H -2.81005 -4.25493 4.56669 0.08 -0.25 -0.21 0.075
C 0.28752 0.19287 -6.87233 -0.80 -0.89 0.09 -0.085
C 1.27025 -0.94416 -6.97866 -0.01 -1.57 -0.49 -0.293
O 0.62826 -2.03004 -7.74464 0.33 0.90 0.31 -0.109
H 0.75358 1.09348 -6.48964 -0.09 0.17 -0.06 0.074
H -0.54556 -0.12373 -6.22984 0.32 0.22 0.30 0.065
H -0.23516 0.32698 -7.82214 0.55 0.39 -0.20 0.078
H 1.52201 -1.40350 -6.01228 0.03 0.58 0.02 0.090
H 2.21111 -0.67012 -7.47716 -0.27 0.16 0.05 0.109
H 1.27858 -2.73285 -7.84455 -0.07 0.05 0.03 0.070
C -0.92413 -7.08814 -2.51285 1.19 -0.33 0.35 -0.099
C -1.23429 -5.64699 -2.13215 0.98 -0.37 0.20 -0.316
O 0.01844 -4.96227 -1.91101 -1.24 1.27 0.00 -0.167
H -0.10046 -7.09121 -3.23964 -0.54 0.15 -0.37 0.075
H -1.77536 -7.66664 -2.86686 -0.07 0.19 -0.13 0.067
H -0.44403 -7.66537 -1.70811 -0.47 0.33 0.26 0.073
H -1.79817 -5.60452 -1.18784 -0.31 0.04 -0.43 0.107
H -1.77480 -5.19799 -2.97933 -0.06 0.16 0.40 0.091
H -0.26584 -3.99202 -1.73110 0.50 -1.36 -0.24 0.047
C 4.41285 1.60758 -3.69989 1.06 0.25 0.71 -0.174
O 3.98017 0.36316 -4.18048 -0.71 -0.31 -0.09 -0.121
H 3.67121 2.38296 -3.86472 -0.10 -0.05 -0.36 0.076
H 4.61373 1.59918 -2.61631 -0.20 -0.22 -0.10 0.074
H 5.37606 1.86418 -4.15156 -0.23 0.39 -0.17 0.080
H 4.73150 -0.13657 -4.49627 0.13 -0.07 0.01 0.074
C -3.81658 -2.79936 -3.34072 -0.12 0.14 -0.75 -0.129
O -2.98358 -1.85933 -4.04820 -0.04 -0.40 0.35 -0.140
H -3.53621 -3.84071 -3.53644 0.14 0.19 0.07 0.068
H -3.71015 -2.59668 -2.27886 -0.06 0.05 0.03 0.063
H -4.85950 -2.67726 -3.66111 0.11 0.04 0.28 0.082
H -2.85843 -2.17355 -4.94961 -0.04 0.01 0.05 0.082
```
Positions in Å, forces in eV/Å.

=====

C4H11NO2 | ωB97M-V/def2-TZVPD

Summary:
LUMO energy: 0.79 eV
HOMO: -8.21 eV
ΔE to the lowest compared entry with this formula, charge and spin: 365.10 kJ/mol
E_tot: -9908.458 eV
charge: 0
HOMO-LUMO gap: 9.00 eV
structure (SMILES): C=N/C=C/C.O.O

```
18
Properties=species:S:1:pos:R:3:forces:R:3:lowdin_charge:R:1
C 0.08876 1.39996 -2.36520 -0.63 -0.75 -1.52 -0.075
N 1.10975 1.17586 -1.67024 0.65 -0.08 -0.62 -0.023
C 1.17346 0.17832 -0.69871 -0.54 0.60 1.12 -0.212
C 0.25099 0.02663 0.24987 -1.58 1.82 -1.77 -0.193
C 0.37691 -0.86160 1.37935 -3.79 1.46 1.65 -0.115
H -0.87881 0.85391 -2.40326 0.50 -0.11 0.83 0.083
H 0.18308 1.99836 -3.27186 0.13 0.80 0.49 0.057
H 2.12722 -0.36161 -0.61701 -0.39 0.34 -0.27 0.117
H -0.72891 0.63367 0.26021 1.85 -0.65 -0.49 0.120
H -0.61123 -0.59104 1.96679 2.52 -0.69 0.01 0.118
H 1.30254 -0.68838 1.82462 1.24 0.09 1.55 0.064
H 0.25210 -1.85536 1.12551 -0.12 -1.91 -0.42 0.015
O 0.76287 -2.58338 -0.79837 -1.25 -0.57 1.71 -0.070
H 1.29596 -2.63121 -1.57108 1.01 -0.77 -0.44 0.030
H 0.97536 -3.18004 -0.04086 0.42 0.44 -1.80 0.072
O -2.34777 2.06003 1.97255 3.24 3.89 -0.83 -0.050
H -2.34712 2.95721 2.43193 -0.59 -2.36 -0.68 0.086
H -2.98516 1.46866 2.22576 -2.66 -1.57 1.50 -0.025
```
Positions in Å, forces in eV/Å.